# 1
29
Properties=species:S:1:pos:R:3 method="wB97M-V/def2-TZVPD" charge=-2 lumo_ev="5.3 / 4.4" multiplicity=3
C -1.12 -1.21 -1.95
C -1.51 -2.36 -1.17
C -2.71 -2.04 -0.39
H -0.81 -3.21 -1.07
C -2.95 -0.62 -0.60
C -1.97 -0.13 -1.58
H -1.79 0.93 -1.94
H -0.26 -1.13 -2.69
H -3.26 -2.68 0.35
H -3.64 0.03 -0.03
Pd -1.09 -0.93 0.15
Br 1.35 -2.37 1.56
C 2.65 1.08 -0.20
C 1.73 1.80 -1.01
C 1.68 1.17 -2.29
H 1.14 2.63 -0.68
C 2.55 0.01 -2.25
C 3.14 -0.05 -0.96
H 3.75 -0.85 -0.55
H 2.84 1.25 0.86
H 1.07 1.46 -3.15
H 2.70 -0.70 -3.05
C -0.83 1.15 3.75
C 0.05 1.08 2.54
O 1.24 0.75 2.69
O -0.62 1.39 1.47
H -0.41 0.73 4.68
H -1.78 0.62 3.53
H -1.14 2.19 3.97

=====

# 2
21
Properties=species:S:1:pos:R:3 method="wB97M-V/def2-TZVPD" charge=+1 de_lowest_kcal_mol=32.0 lumo_ev=-4.5
C 0.53 -2.51 1.06
C 0.05 -1.42 2.06
C -0.03 -0.06 1.39
C -0.82 -0.05 0.09
C -1.31 2.17 -0.80
N -0.59 1.14 -0.73
H 0.93 -3.32 1.68
H 1.34 -2.16 0.43
H -0.31 -2.80 0.40
H 0.73 -1.27 2.90
H -0.82 -1.84 2.57
H 0.99 0.25 1.14
H -0.50 0.82 1.86
H -1.91 -0.12 0.27
H -0.60 -0.94 -0.48
H -0.91 3.01 -1.37
H -2.34 2.13 -0.45
H 0.33 1.11 -1.20
H 1.49 0.28 -3.26
H 2.49 1.06 -2.40
O 1.55 0.88 -2.52

=====

# 3
125
Properties=species:S:1:pos:R:3 method="wB97M-V/def2-TZVPD" charge=+1 de_lowest_kcal_mol=0.0 lumo_ev=-4.1
C -3.39 -1.23 4.76
C -3.56 0.27 4.81
C -4.44 0.85 5.73
C -4.64 2.23 5.76
C -3.96 3.03 4.87
C -3.09 2.46 3.95
C -2.88 1.08 3.90
C -1.98 0.44 2.89
C -1.01 1.38 2.25
C 0.03 1.88 3.02
N 0.92 2.75 2.51
C 0.88 3.19 1.24
C 1.92 4.15 0.76
C 2.39 5.15 1.83
C 2.44 6.59 1.34
I 4.29 4.51 2.62
C -0.13 2.71 0.43
C -1.06 1.80 0.91
C -2.08 1.26 -0.03
O -2.13 0.11 -0.26
O -2.83 2.15 -0.67
H -3.79 -1.65 5.68
H -3.89 -1.65 3.90
H -2.34 -1.49 4.73
H -4.96 0.20 6.40
H -5.34 2.61 6.49
H -4.12 4.10 4.89
H -2.57 3.11 3.25
H -1.41 -0.37 3.34
H -2.59 -0.04 2.12
H 0.15 1.59 4.05
H 1.68 3.06 3.11
H 1.52 4.70 -0.09
H 2.75 3.55 0.40
H 1.73 5.14 2.69
H 1.59 6.79 0.69
H 3.38 6.83 0.85
H 2.35 7.25 2.20
H -0.19 3.04 -0.60
H -2.80 3.01 -0.23
C -1.03 3.91 -5.50
C -1.81 3.93 -4.19
C -1.54 5.17 -3.32
O -0.30 5.14 -2.62
C 0.83 5.55 -3.36
N -1.54 2.69 -3.45
H 0.02 3.66 -5.35
H -1.45 3.16 -6.17
H -1.08 4.88 -6.01
H -2.87 3.95 -4.44
H -2.31 5.21 -2.54
H -1.62 6.09 -3.90
H 0.57 6.35 -4.06
H 1.28 4.72 -3.91
H 1.57 5.94 -2.66
H -2.14 2.67 -2.63
H -0.60 2.78 -3.09
C 3.06 0.79 -3.94
C 4.38 1.20 -3.29
C 4.65 0.50 -1.95
O 3.89 1.00 -0.86
C 2.58 0.49 -0.75
N 4.41 2.66 -3.17
H 2.19 1.25 -3.46
H 3.05 1.10 -4.99
H 2.94 -0.30 -3.91
H 5.18 0.90 -3.97
H 5.69 0.67 -1.68
H 4.51 -0.58 -2.04
H 2.52 -0.56 -1.05
H 1.88 1.09 -1.34
H 2.29 0.56 0.30
H 5.33 2.95 -2.84
H 3.78 2.92 -2.41
C 2.91 -3.71 3.22
C 2.36 -2.41 3.79
C 1.02 -2.56 4.51
O -0.10 -2.69 3.66
C -0.33 -4.01 3.18
N 2.30 -1.41 2.72
H 2.39 -4.01 2.31
H 3.97 -3.59 2.96
H 2.84 -4.53 3.94
H 3.08 -2.06 4.53
H 0.84 -1.64 5.08
H 1.04 -3.38 5.24
H -0.07 -4.76 3.93
H 0.22 -4.20 2.25
H -1.39 -4.10 2.96
H 2.04 -0.51 3.12
H 1.52 -1.65 2.12
C -6.34 -3.59 2.33
C -5.29 -4.57 2.84
C -5.70 -6.05 2.70
O -6.64 -6.49 3.66
C -7.99 -6.21 3.37
N -4.94 -4.22 4.22
H -7.18 -3.49 3.02
H -5.90 -2.60 2.20
H -6.74 -3.90 1.36
H -4.40 -4.44 2.22
H -4.81 -6.66 2.86
H -6.06 -6.26 1.69
H -8.19 -6.27 2.29
H -8.29 -5.23 3.74
H -8.60 -6.96 3.87
H -4.17 -4.81 4.52
H -5.72 -4.51 4.81
C 4.58 -4.31 -7.46
C 3.67 -3.13 -7.14
C 4.42 -1.87 -6.67
O 4.88 -1.93 -5.33
C 6.11 -2.60 -5.14
N 2.65 -3.56 -6.18
H 4.95 -4.79 -6.55
H 4.03 -5.06 -8.03
H 5.44 -3.99 -8.05
H 3.15 -2.85 -8.07
H 3.72 -1.03 -6.70
H 5.25 -1.63 -7.34
H 6.78 -2.45 -5.98
H 5.95 -3.67 -4.97
H 6.57 -2.19 -4.24
H 1.97 -2.81 -6.05
H 3.10 -3.65 -5.27

=====

Strongest force on any atom for every record listed, in sequence, given in eV/Å: 9.441; 2.090; 1.481.
Calculated total energy for every record listed, in sequence, given in eV: -90267.6617; -8942.6203; -70935.3105.